ORCA calculation (ωB97M-V/def2-TZVPD) on C33H76N3O17 as an isolated structure in a non-equilibrium geometry.

Summary:
charge	-1
largest force on an atom	16.260	eV Å⁻¹
HOMO-LUMO gap	5.16	eV
DFT total energy	-74699.1481	eV
spin multiplicity	1
HOMO energy	-5.82	eV

```
129
Properties=species:S:1:pos:R:3:forces:R:3:mulliken_charge:R:1
C 0.5632 0.8311 -2.3444 -2.2498 1.6109 3.7767 -0.77
C 0.5986 0.6497 -0.8261 3.3796 1.6650 1.6821 0.78
O 1.5632 1.1118 -0.1453 -4.4827 -2.4190 -2.3329 -0.42
N -0.5986 0.0371 -0.0565 1.8558 2.2988 2.9582 1.53
H -0.8343 1.0403 0.5104 -1.1727 -1.3112 -1.6793 -0.14
H -1.3498 -0.5179 -0.5064 0.0481 1.3441 -0.6881 -0.11
C -0.2074 -0.7195 1.1464 2.5102 -3.6515 1.1631 -1.50
H 1.4802 0.5560 -2.5902 4.4269 -0.6618 -1.2379 0.40
H 0.4004 1.8970 -2.5108 -0.5863 -0.2185 -0.4208 -0.09
H 0.0223 0.0747 -2.7827 -2.1457 -0.9319 -1.2005 -0.26
H -1.0069 -1.0368 1.8388 -0.2452 0.7649 -1.0972 0.46
H 0.5796 -0.2916 1.7567 -0.2319 1.2725 -0.1350 0.50
H 0.3989 -1.7214 0.9696 -1.6373 1.6134 -0.7117 0.37
N -2.4419 2.9101 1.1118 -0.4500 -5.5187 -2.5363 0.81
O -3.0672 2.0319 1.7686 -0.1895 1.9317 1.0726 -0.60
O -2.9012 3.5515 0.2204 -2.7765 3.1594 -0.1499 -0.62
O -1.2110 2.6757 0.9247 3.9163 -0.3172 1.6154 -0.88
N -2.7561 -0.7143 -2.3381 -2.7309 7.0570 -1.3784 0.97
O -2.7577 0.3547 -1.6339 0.2904 -1.7278 0.2756 -0.61
O -3.4453 -0.5960 -3.3924 1.0155 -2.5027 1.0211 -0.62
O -1.9996 -1.6145 -2.0565 -3.5235 0.2402 1.8847 -0.96
C -1.1106 -2.3842 4.2934 -4.2927 5.0218 -1.0278 -0.30
C -0.4495 -3.5824 4.8004 1.9771 0.2537 -2.2656 0.81
C -0.2484 -4.5252 3.6666 0.3208 -1.2636 5.4632 -2.63
O 0.8848 -3.3000 5.2464 -0.3227 1.1701 1.2319 -0.61
H -0.5682 -1.6335 3.5440 -0.6875 -2.4325 1.3466 -0.26
H -1.3749 -1.5565 5.1267 0.3986 -2.0489 -1.3290 0.34
H -2.2677 -2.6518 3.7760 3.5516 0.7581 1.4790 0.07
H -1.0594 -4.1004 5.4775 -0.6638 -0.3990 1.7051 0.28
H 0.2333 -4.2702 2.8809 4.2999 2.8230 -4.7696 0.87
H -1.0655 -4.7739 3.2000 -5.4015 -1.5480 -1.7560 0.83
H 0.1849 -5.4201 4.0058 0.7086 -1.2991 0.6047 0.37
H 0.8883 -2.4300 5.7195 -0.0135 -1.1242 -0.5014 0.35
C 3.5253 -1.2128 -2.2828 2.2774 -2.4937 0.3413 -1.61
C 2.6458 -2.3404 -2.6726 -1.2618 -1.4900 -4.1142 1.03
C 2.8787 -3.5604 -1.8028 -3.3828 -4.1889 -15.3428 -0.67
O 1.2776 -1.9217 -2.8028 12.3431 8.6684 3.6773 -0.25
H 4.4906 -1.6403 -1.8098 -1.1639 0.9771 -1.1941 0.34
H 3.1160 -0.6055 -1.5713 -1.4851 1.1496 2.5057 0.15
H 3.6380 -0.5341 -3.0541 1.0544 1.1358 -1.9534 0.46
H 2.7606 -2.7679 -3.8192 1.0721 1.1675 2.4063 0.16
H 1.9638 -4.1462 -1.9112 0.1415 -0.3258 0.3691 0.39
H 3.0586 -3.3716 -0.9863 3.0568 3.4939 15.2726 -0.50
H 3.7153 -4.1691 -2.2308 -0.5755 0.5106 0.3041 0.31
H 0.7321 -2.5396 -3.1157 -0.1039 -3.1860 -0.5436 0.48
C 0.3587 -2.8317 -4.6889 -2.9050 -9.6613 -2.7167 -2.30
C -0.8095 -2.9794 -3.6928 -1.8916 0.6300 -1.0282 1.95
C -1.4060 -4.3281 -3.6772 -1.9101 -3.8397 -2.1696 -1.49
O -0.3140 -2.7914 -2.4503 -3.9053 -7.3230 2.6214 -0.76
H 1.1555 -3.7871 -4.7668 -1.8152 2.3970 1.0864 0.12
H 0.7861 -2.0083 -4.5342 3.4133 6.4515 -0.5104 0.72
H -0.0944 -3.0382 -5.6109 -0.6533 0.6079 -1.7803 0.71
H -1.6322 -2.0890 -3.7960 1.9580 -2.5960 -1.1301 -0.42
H -0.7176 -5.2563 -3.3763 -1.2048 2.4059 -0.2354 0.20
H -1.7250 -4.6007 -4.7228 0.5319 0.1195 0.3920 0.39
H -2.4379 -4.4450 -3.2240 1.4510 0.5030 0.4060 0.32
H -0.8646 -2.1882 -2.0407 -0.1994 1.2915 1.6049 0.68
C -1.4641 0.6864 -5.6633 1.6494 3.5333 1.9302 -0.39
C -2.5663 1.8794 -5.5611 -0.2739 -2.2162 3.4026 0.25
C -3.9651 1.3561 -5.7460 11.5689 -7.6121 -0.1744 -2.23
O -2.4899 2.3489 -4.1692 1.0852 10.0272 -9.3509 -0.43
H -1.4394 0.1190 -4.6646 -0.5456 0.4793 -1.8142 -0.26
H -0.4622 1.4112 -5.4975 -2.0716 -2.3429 -1.0812 0.11
H -1.4934 0.0473 -6.5650 0.2323 0.4576 0.5415 0.44
H -2.4016 2.6891 -6.2281 0.7277 0.8484 -0.2995 0.49
H -4.7022 1.8060 -5.6091 -11.0088 7.9463 3.6273 0.85
H -3.9568 0.3837 -5.2703 -0.5856 -0.1041 0.0943 0.17
H -4.0439 1.2228 -6.7242 -0.1872 -1.4009 -4.8539 0.70
H -2.5224 1.7096 -3.6547 -0.7106 -9.5414 7.5845 0.23
C 0.9399 4.9977 -1.9027 1.5980 -2.2801 -1.3106 -1.17
C -0.4886 5.1215 -2.5079 3.0288 -2.6754 -2.4415 0.42
C -0.4751 5.2559 -4.0723 -0.4340 2.0619 -2.1176 -1.18
O -1.2110 3.9484 -2.1945 0.2752 1.4971 -8.8936 -0.28
H 1.5928 4.1132 -2.2885 -1.3508 1.3258 -0.7523 0.23
H 1.0653 4.6083 -0.9423 -1.4305 -0.4345 2.4397 0.26
H 1.6815 5.7567 -1.7931 -0.0459 1.5654 -0.8647 0.42
H -0.9445 6.0118 -2.2649 -1.2867 1.8768 1.4023 0.48
H 0.0314 6.3480 -4.3928 -1.6855 -2.5529 1.0202 0.30
H -1.5989 5.1844 -4.4170 2.1148 0.5276 0.6583 0.23
H 0.0525 4.5890 -4.8271 -0.2911 0.0437 1.7811 0.24
H -1.2074 3.8776 -1.3518 -0.3849 -1.0116 9.3775 0.05
C 3.5282 -1.1132 3.6013 -4.3040 -7.1678 2.6593 -1.94
C 3.2060 -2.1207 2.5092 -3.2883 -0.3233 0.5830 2.48
C 4.4426 -2.4402 1.7631 0.6960 1.5350 -1.2598 -1.64
O 2.8060 -3.3690 3.1053 5.5614 -1.0074 -2.9768 -0.72
H 2.6081 -0.8391 4.0889 -1.2059 -0.1926 0.2140 0.15
H 3.8332 -0.2370 3.5046 3.7993 7.4409 -2.1687 1.05
H 3.9904 -1.6044 4.4640 0.7021 -0.1915 -0.5112 0.28
H 2.1433 -1.9365 1.9798 3.0430 0.8173 0.1052 -1.01
H 4.6906 -1.6425 0.9680 0.2889 -0.8002 1.8493 0.20
H 4.3478 -3.2869 1.1830 -0.8309 -2.0307 -1.4593 0.52
H 5.1819 -2.8141 2.4986 0.1577 1.1766 -0.3375 0.38
H 2.0936 -3.3832 3.6267 -4.3345 0.7425 3.3153 0.24
C 4.5594 4.0234 0.4559 -0.5571 -0.4399 1.1773 -1.87
C 4.1836 3.3717 1.8079 2.2638 2.4918 -1.4461 1.89
C 5.3663 3.2448 2.7525 1.1036 -3.6794 -3.5674 -1.70
O 3.3090 4.2046 2.5182 -2.6458 -1.8410 -0.0003 -0.66
H 4.9780 4.9444 0.6025 0.7888 2.9967 1.0103 0.51
H 3.6510 4.2208 -0.0648 -0.5376 -0.3075 -0.9485 0.19
H 5.3761 3.6216 -0.0906 0.1718 -1.5572 -0.7981 0.46
H 3.6639 2.5299 1.3966 -0.0242 -1.5328 1.0063 -0.27
H 5.8919 4.0277 3.1250 0.6323 3.5160 0.4849 0.44
H 6.2370 2.6586 2.3156 -1.1362 -0.0623 0.3790 0.32
H 4.9888 2.7802 3.5779 -0.6980 -1.7593 2.4318 0.39
H 2.5354 3.5293 2.6023 0.7463 2.4154 0.1370 0.46
C 0.6764 1.4652 4.6324 3.2861 -0.1637 -0.2017 -0.58
C 0.3584 2.7566 3.8742 2.4470 1.5324 2.5995 0.61
C 0.7273 4.0198 4.8003 -0.1906 -1.6951 -3.4564 -1.94
O 0.9907 2.8736 2.6086 -1.0273 -0.8088 0.9696 -0.10
H 0.2449 0.5498 4.2536 0.4143 -0.2753 -1.4322 -0.28
H 0.2208 1.3311 5.5861 -0.1302 1.1268 1.3485 0.51
H 1.8970 1.3813 4.7671 -3.1222 -0.0545 -0.3462 0.06
H -0.6576 2.8369 3.7885 -2.8319 -0.1310 -0.7997 0.58
H 1.7203 3.8461 5.0256 2.0486 0.0474 1.2974 0.43
H 0.0378 4.0507 5.5452 -1.5001 -0.2974 2.8642 0.59
H 0.6413 4.9896 4.3540 0.0235 0.3130 -1.0477 0.39
H 0.1525 2.9011 2.1230 0.3058 0.0773 -1.8367 -0.10
C -6.8017 -3.5194 1.8064 6.1505 -1.8008 -5.2234 -0.32
C -5.2892 -3.2257 1.3358 -9.8267 2.8246 6.8946 -0.60
C -4.6675 -1.9646 1.8761 0.3026 -1.0645 -1.8859 0.22
O -3.5656 -1.6363 1.4430 -0.9077 -0.0512 0.9839 -0.25
C -5.4991 -1.1061 2.7464 -4.4166 -3.4279 1.4011 -0.38
C -6.8019 -1.5006 3.2170 1.5792 3.4926 -0.6905 -0.51
C -7.5928 -2.6465 2.6449 1.2232 0.6361 -0.4615 0.51
O -8.7925 -2.7938 2.7011 -0.1270 0.3785 0.6800 -0.53
H -7.3742 -4.3629 1.1562 1.4519 2.0062 1.9953 0.23
H -4.8887 -3.8302 0.6901 2.4475 -3.1586 -3.5825 0.72
H -4.9912 -0.2795 3.0950 0.6149 2.0099 0.6887 0.60
H -7.4663 -0.7069 3.7843 1.6679 -1.7878 -0.8742 0.26
```
Forces are in eV/Å.